w) Molecular formula: C4H8O2S
Method: DFT, ωB97M-V/def2-TZVPD

* HOMO-LUMO gap: 0.336 Ha
* HOMO: -8.73 eV

```
! RIJCOSX wB97M-V def2-TZVPD def2/J DEFGRID3
* xyz 0 1
C -1.939 -0.229 0.107
C 0.212 -0.063 -1.295
C 0.269 0.527 1.164
C -0.507 0.527 -0.101
O -4.625 -0.231 -0.111
O -1.980 -1.565 0.448
S -3.360 0.585 -0.146
H 0.473 -1.016 -1.095
H -0.367 -0.080 -2.108
H 1.052 0.515 -1.628
H 1.323 0.389 0.925
H 0.024 1.363 1.812
H 0.119 -0.334 1.687
H -0.837 1.537 -0.235
H -1.168 -1.739 0.956
*
```

x) Molecular formula: C4H8O2S
Method: DFT, ωB97M-V/def2-TZVPD

* HOMO-LUMO gap: 0.231 Ha
* HOMO: -7.23 eV

```
! RIJCOSX wB97M-V def2-TZVPD def2/J DEFGRID3
* xyz 0 1
C 0.920 -0.029 0.019
C 1.932 2.605 0.097
C -1.738 -1.709 0.344
C -1.459 -0.437 -0.361
O 1.398 -0.776 -0.928
O -0.322 0.244 0.301
S 1.948 -1.323 0.594
H 2.405 2.986 1.049
H 0.911 2.368 -0.257
H 2.651 2.518 -0.672
H -2.306 -1.527 1.218
H -2.237 -2.604 -0.290
H -0.784 -2.157 0.505
H -2.123 0.469 -0.171
H -1.196 -0.629 -1.449
*
```

y) Molecular formula: C4H8O2S
Method: DFT, ωB97M-V/def2-TZVPD

* HOMO-LUMO gap: 0.340 Ha
* HOMO: -8.75 eV

```
! RIJCOSX wB97M-V def2-TZVPD def2/J DEFGRID3
* xyz 0 1
C -0.060 1.833 -1.101
C -0.051 0.453 -0.482
C 1.288 -0.015 0.159
C 0.183 0.673 0.914
H 0.741 2.438 -0.814
H -0.952 2.228 -0.953
H 0.432 1.890 -2.143
H -1.004 -1.051 -2.150
H 2.286 0.155 -0.737
H 1.298 -1.919 -0.177
H -0.062 1.778 1.165
H 0.096 -1.047 1.772
O 1.565 -1.340 0.550
O -0.471 -0.131 1.835
S -1.235 -0.647 -0.749
*
```

On energetic grounds, w) is preferred over the next structure by 249.5 kJ/mol.

w) Molecular formula: C4H3I
Method: DFT, ωB97M-V/def2-TZVPD

* HOMO-LUMO gap (spin up / spin down): 0.265 / 0.244 Ha
* HOMO (spin up / spin down): -8.23 / -8.19 eV

```
! RIJCOSX wB97M-V def2-TZVPD def2/J DEFGRID3
* xyz 0 1
C -0.445 0.407 -0.981
C 0.982 -1.372 1.873
C -0.424 -0.647 0.021
C -0.527 1.483 -1.568
I 2.198 0.060 2.554
H -1.312 -0.774 0.508
H 0.120 -1.597 -0.414
H -0.591 2.440 -1.993
*
```

x) Molecular formula: C4H3I
Method: DFT, ωB97M-V/def2-TZVPD

* HOMO-LUMO gap: 0.335 Ha
* structure (SMILES): C#C/C=C/I
* HOMO: -8.95 eV

```
! RIJCOSX wB97M-V def2-TZVPD def2/J DEFGRID3
* xyz 0 1
C 2.321 0.255 -0.158
C 1.123 0.288 -0.078
C -0.320 0.272 -0.123
C -1.238 -0.706 0.285
I -3.273 -0.055 -0.121
H 3.311 0.329 -0.290
H -0.846 1.281 -0.378
H -1.077 -1.665 0.863
*
```

On energetic grounds, x) is preferred over the next structure by 518.9 kJ/mol.

w) Molecular formula: C4H3I
Method: DFT, ωB97M-V/def2-TZVPD

* HOMO-LUMO gap: 0.342 Ha
* structure (SMILES): C=CC#CI
* HOMO: -8.83 eV

```
! RIJCOSX wB97M-V def2-TZVPD def2/J DEFGRID3
* xyz 0 1
C 0.156 0.308 -1.496
C -0.569 0.358 -0.377
C -0.186 -0.300 0.818
C 0.354 -0.761 1.801
I 0.788 -1.585 3.540
H -0.323 0.929 -2.191
H 1.186 0.088 -1.814
H -1.407 0.962 -0.281
*
```

x) Molecular formula: C4H3I
Method: DFT, ωB97M-V/def2-TZVPD

* HOMO-LUMO gap: 0.387 Ha
* structure (SMILES): C#CC#C.I
* HOMO: -9.72 eV

```
! RIJCOSX wB97M-V def2-TZVPD def2/J DEFGRID3
* xyz 0 1
C 0.231 -1.624 0.707
C 0.806 -0.667 0.275
C 1.399 0.469 -0.160
C 2.059 1.386 -0.537
H -0.325 -2.366 1.270
H 2.724 2.212 -0.729
I -3.657 -0.409 -0.364
H -3.237 0.999 -0.461
*
```

On energetic grounds, w) is preferred over the next structure by 105.1 kJ/mol.